Molecular formula: C11H12N2OS
Method: DFT, the ωB97M-V functional and the def2-TZVPD basis

Calculated values
Energy above the lowest of the compared OMol25 structures with the same formula, charge and spin in kJ/mol: 500.0
E_LUMO (alpha / beta) in Eh: -0.008 / -0.008
Frontier orbital gap (alpha / beta) in eV: 7.4 / 7.4

Geometry as XYZ:
```
27
C11H12N2OS, DFT the ωB97M-V functional and the def2-TZVPD basis
C -5.42 0.08 0.31
C -4.67 1.25 0.14
C -4.93 -1.21 0.03
C -3.36 1.08 -0.19
C -3.56 -1.33 -0.29
C -2.75 -0.18 -0.46
C 0.90 0.69 -0.67
C -1.27 -0.25 -0.69
C -0.43 0.80 -0.52
C 5.52 -0.34 0.84
C 4.38 -1.25 0.97
N 2.02 1.01 -0.61
N 3.20 1.02 -0.83
O 6.16 0.17 1.70
S 5.99 -0.03 -0.88
H -6.51 0.19 0.56
H -5.22 2.20 0.03
H -5.63 -2.03 0.30
H -2.91 2.06 -0.45
H -2.97 -2.22 -0.46
H -0.90 -1.28 -0.82
H -0.76 1.78 0.00
H 3.37 -0.74 1.13
H 4.73 -2.04 1.67
H 4.08 -1.61 -0.03
H 3.79 1.72 -0.41
H 7.14 0.46 -0.37
```

Molecular formula: C46H43BrLuN13O3S2
Method: DFT, the ωB97M-V functional and the def2-TZVPD basis

Calculated values
E_LUMO in Eh: -0.010
Frontier orbital gap in eV: 5.8

Geometry as XYZ:
```
109
C46H43BrLuN13O3S2, DFT the ωB97M-V functional and the def2-TZVPD basis
Lu 0.25 0.38 1.19
N 3.83 3.33 1.86
C 2.91 2.40 1.48
S 1.28 2.93 1.51
N 3.40 1.23 1.14
N 2.58 0.23 0.71
C 3.26 -0.81 0.37
C 2.90 -2.02 -0.36
C 3.97 -2.43 -1.18
C 3.93 -3.53 -2.01
C 2.78 -4.29 -2.05
C 1.72 -3.94 -1.24
C 1.74 -2.82 -0.39
O 0.42 -1.66 1.38
H 3.52 4.28 1.92
H 4.79 3.14 1.68
H 4.34 -0.73 0.53
H 4.88 -1.84 -1.15
H 4.79 -3.78 -2.60
H 2.71 -5.16 -2.68
H 0.85 -4.58 -1.23
C -0.85 -2.75 -0.19
N -1.27 -1.39 -0.48
C -1.35 -1.07 -1.90
C -0.01 -0.67 -2.42
N 0.97 -0.21 -1.69
C 1.97 0.12 -2.58
C 3.22 0.71 -2.39
C 3.98 0.98 -3.50
C 3.55 0.66 -4.79
C 2.32 0.08 -5.01
C 1.54 -0.19 -3.90
N 0.28 -0.70 -3.75
C 0.52 -2.78 0.54
N 1.49 -1.48 2.34
C 2.11 -2.62 2.70
C 3.24 -2.57 3.54
C 3.84 -3.73 3.99
C 3.36 -4.98 3.61
C 2.28 -5.05 2.73
C 1.66 -3.90 2.29
N 0.54 -3.94 1.43
H -1.56 -3.23 0.49
H -0.81 -3.34 -1.12
H -2.15 -1.18 -0.02
H -1.73 -1.92 -2.49
H -2.03 -0.22 -2.03
H 3.55 0.98 -1.40
H 4.95 1.45 -3.38
H 4.18 0.90 -5.64
H 1.97 -0.16 -6.01
H -0.33 -1.00 -4.49
H 3.62 -1.60 3.83
H 4.70 -3.66 4.63
H 3.82 -5.88 3.97
H 1.91 -6.01 2.40
H 0.44 -4.84 0.97
Br -3.46 1.64 -7.72
C -3.72 2.76 -6.21
C -3.27 4.07 -6.24
C -3.44 4.88 -5.14
C -4.02 4.37 -3.97
C -4.47 3.04 -3.96
C -4.34 2.25 -5.08
N -4.36 5.22 -2.95
N -4.35 4.99 -1.73
C -3.65 4.02 -1.08
C -4.25 3.50 0.07
C -3.67 2.51 0.83
C -2.40 1.98 0.52
O -1.84 1.06 1.21
C -1.72 2.56 -0.62
N -0.46 2.12 -0.83
C 0.25 2.70 -1.76
C -0.22 3.76 -2.54
C -1.50 4.21 -2.36
C -2.32 3.58 -1.40
H -2.80 4.46 -7.14
H -3.10 5.90 -5.16
H -4.97 2.65 -3.08
H -4.71 1.23 -5.08
H -5.24 3.86 0.32
H -4.20 2.11 1.69
H 1.27 2.36 -1.89
H 0.43 4.23 -3.26
H -1.86 5.06 -2.91
N -0.05 -1.92 4.64
C -1.23 -2.16 4.00
C -1.98 -3.31 4.31
C -3.24 -3.44 3.78
C -3.73 -2.43 2.96
C -2.91 -1.35 2.68
N -1.67 -1.21 3.16
H 0.43 -2.73 5.00
H 0.55 -1.27 4.14
H -1.56 -4.05 4.97
H -3.84 -4.31 4.00
H -4.73 -2.47 2.56
H -3.25 -0.54 2.06
C -0.77 0.85 5.87
S 0.51 1.63 4.80
C -0.45 3.16 4.48
O 0.45 0.87 3.52
H -1.02 1.52 6.69
H -0.37 -0.08 6.25
H -1.64 0.64 5.25
H -0.69 3.65 5.41
H -1.34 2.89 3.92
H 0.17 3.81 3.86
```

Molecular formula: C72H179N13O18
Method: DFT, the ωB97M-V functional and the def2-TZVPD basis

Calculated values
Energy above the lowest of the compared OMol25 structures with the same formula, charge and spin in kJ/mol: 374.0
E_LUMO in Eh: 0.008
Frontier orbital gap in eV: 8.3

Geometry as XYZ:
```
282
C72H179N13O18, DFT the ωB97M-V functional and the def2-TZVPD basis
C 14.18 -26.95 17.10
C 13.28 -27.92 17.95
C 12.02 -27.17 18.62
O 11.32 -28.06 19.50
C 10.12 -27.38 19.97
N 12.86 -29.01 17.06
H 14.38 -26.08 17.73
H 13.68 -26.61 16.19
H 15.10 -27.45 16.77
H 13.94 -28.32 18.72
H 11.38 -26.77 17.84
H 12.41 -26.35 19.24
H 10.19 -26.33 20.25
H 9.56 -27.80 20.80
H 9.47 -27.33 19.10
H 11.90 -29.20 17.29
H 13.37 -29.86 17.28
C 12.76 -6.23 26.42
C 13.55 -6.83 25.24
C 14.71 -7.76 25.78
O 15.88 -7.00 26.13
C 16.86 -7.71 26.89
N 12.66 -7.60 24.36
H 13.41 -5.80 27.18
H 12.23 -6.93 27.06
H 12.03 -5.52 26.03
H 14.01 -6.08 24.60
H 15.00 -8.39 24.94
H 14.36 -8.51 26.49
H 16.45 -7.93 27.88
H 17.69 -7.00 26.92
H 17.17 -8.59 26.34
H 13.24 -7.80 23.56
H 12.09 -6.85 24.00
C 22.09 -9.57 21.65
C 20.74 -10.01 20.99
C 20.29 -11.47 21.32
O 21.03 -12.39 20.49
C 20.86 -13.76 20.84
N 19.70 -9.11 21.46
H 22.06 -10.03 22.64
H 22.22 -8.49 21.74
H 22.89 -9.96 21.02
H 20.77 -9.93 19.90
H 19.21 -11.53 21.17
H 20.56 -11.66 22.36
H 19.83 -14.00 20.58
H 21.07 -14.09 21.86
H 21.54 -14.36 20.24
H 20.05 -8.17 21.42
H 19.57 -9.38 22.43
C 6.60 -12.37 24.52
C 6.53 -11.87 25.91
C 5.74 -12.75 26.87
O 4.34 -12.50 26.75
C 3.56 -13.33 27.62
N 7.95 -11.74 26.36
H 5.65 -12.48 24.00
H 6.98 -13.39 24.44
H 7.26 -11.79 23.88
H 6.05 -10.89 25.90
H 5.95 -12.58 27.93
H 6.00 -13.79 26.70
H 3.73 -13.25 28.69
H 3.53 -14.41 27.42
H 2.60 -12.95 27.29
H 8.43 -11.14 25.71
H 8.43 -12.63 26.39
C 15.98 -7.91 16.70
C 15.42 -9.33 16.79
C 16.24 -10.41 16.05
O 15.49 -11.57 15.64
C 16.24 -12.56 14.87
N 15.42 -9.63 18.19
H 15.39 -7.19 17.27
H 16.35 -7.71 15.69
H 16.94 -7.89 17.21
H 14.40 -9.28 16.41
H 17.11 -10.64 16.66
H 16.65 -9.96 15.14
H 16.39 -12.16 13.87
H 15.71 -13.49 14.67
H 17.15 -12.81 15.42
H 15.43 -10.61 18.42
H 16.33 -9.38 18.58
C 9.01 -14.77 15.62
C 8.87 -13.65 16.59
C 7.44 -13.73 17.23
O 6.48 -13.85 16.20
C 5.17 -14.27 16.62
N 10.00 -13.65 17.53
H 8.29 -14.64 14.81
H 8.94 -15.73 16.12
H 10.02 -14.74 15.20
H 8.92 -12.72 16.04
H 7.36 -12.78 17.76
H 7.37 -14.45 18.04
H 5.11 -15.12 17.29
H 4.52 -14.47 15.76
H 4.61 -13.46 17.09
H 10.83 -13.49 16.97
H 10.00 -12.81 18.09
C 3.21 -25.37 19.28
O 2.99 -26.58 18.63
C 1.99 -27.38 19.11
C 2.11 -28.78 18.49
N 1.65 -28.76 17.07
C 1.79 -30.11 16.47
C 1.18 -30.07 15.06
O 1.17 -31.41 14.56
C 2.31 -31.71 13.74
H 2.30 -24.93 19.69
H 3.67 -24.71 18.55
H 3.92 -25.53 20.10
H 1.04 -26.89 18.85
H 2.02 -27.41 20.20
H 1.49 -29.45 19.10
H 3.13 -29.14 18.55
H 2.23 -28.18 16.48
H 1.33 -30.84 17.13
H 2.85 -30.36 16.43
H 1.62 -29.35 14.36
H 0.18 -29.66 15.19
H 3.26 -31.63 14.28
H 2.45 -31.01 12.92
H 2.17 -32.70 13.30
C 21.40 -22.72 23.18
O 21.98 -21.89 22.12
C 22.90 -22.57 21.25
C 22.17 -23.30 20.12
N 23.15 -24.15 19.41
C 22.69 -24.61 18.16
C 21.50 -25.55 18.44
O 21.86 -26.62 19.36
C 20.79 -27.42 19.84
H 22.11 -23.25 23.82
H 20.79 -23.55 22.85
H 20.77 -22.15 23.86
H 23.49 -23.31 21.79
H 23.60 -21.88 20.78
H 21.70 -22.53 19.51
H 21.38 -23.92 20.56
H 23.16 -25.03 19.90
H 23.47 -25.14 17.62
H 22.41 -23.75 17.56
H 21.22 -26.01 17.49
H 20.68 -24.92 18.78
H 20.21 -27.68 18.96
H 20.17 -26.84 20.53
H 21.08 -28.33 20.36
C 10.61 -23.39 33.32
O 11.77 -23.08 32.52
C 11.88 -23.91 31.35
C 13.35 -23.79 30.96
N 13.63 -24.63 29.82
C 15.06 -24.81 29.59
C 15.24 -25.23 28.14
O 14.85 -24.30 27.11
C 14.69 -24.88 25.84
H 9.77 -22.87 32.87
H 10.75 -22.99 34.33
H 10.46 -24.47 33.40
H 11.18 -23.50 30.62
H 11.59 -24.96 31.46
H 14.06 -23.95 31.77
H 13.55 -22.75 30.72
H 13.25 -24.17 29.00
H 15.41 -25.54 30.31
H 15.55 -23.90 29.94
H 14.67 -26.14 27.96
H 16.28 -25.53 27.99
H 13.83 -25.54 25.81
H 15.59 -25.41 25.53
H 14.61 -24.13 25.04
C 1.34 -19.86 26.51
O 2.13 -19.93 27.69
C 3.55 -20.09 27.49
C 4.31 -20.20 28.87
N 4.63 -18.82 29.30
C 5.48 -18.94 30.46
C 5.84 -17.51 30.95
O 4.65 -16.85 31.49
C 4.90 -15.59 32.03
H 1.45 -20.74 25.88
H 1.48 -18.93 25.95
H 0.36 -19.92 26.97
H 3.91 -19.22 26.94
H 3.81 -20.98 26.92
H 5.25 -20.75 28.76
H 3.77 -20.79 29.61
H 3.76 -18.43 29.61
H 6.39 -19.49 30.22
H 4.99 -19.46 31.28
H 6.23 -16.88 30.14
H 6.57 -17.62 31.74
H 5.11 -14.85 31.26
H 5.70 -15.71 32.76
H 3.98 -15.30 32.53
C 14.01 -21.15 14.16
O 15.39 -21.03 14.39
C 15.81 -19.91 15.21
C 17.31 -19.80 15.26
N 17.96 -19.18 14.10
C 19.38 -18.91 14.32
C 19.97 -18.18 13.16
O 20.45 -19.14 12.26
C 21.08 -18.70 11.09
H 13.66 -20.59 13.29
H 13.44 -21.00 15.08
H 13.98 -22.21 13.88
H 15.44 -20.16 16.21
H 15.48 -18.93 14.87
H 17.69 -20.81 15.43
H 17.47 -19.14 16.11
H 18.00 -19.86 13.36
H 19.90 -19.86 14.47
H 19.60 -18.31 15.20
H 20.87 -17.60 13.36
H 19.29 -17.51 12.64
H 20.37 -18.24 10.40
H 21.53 -19.56 10.59
H 21.80 -17.92 11.34
C 13.87 -16.00 23.29
C 13.23 -17.31 23.78
C 12.65 -16.95 25.25
C 11.79 -18.10 25.80
C 10.66 -18.40 24.85
C 11.09 -18.77 23.37
N 12.03 -17.69 22.94
O 12.25 -17.61 21.60
C 11.75 -20.16 23.22
C 9.77 -18.83 22.62
C 14.32 -18.34 23.87
H 14.18 -16.13 22.25
H 14.70 -15.64 23.90
H 13.14 -15.20 23.31
H 13.47 -16.78 25.95
H 12.14 -15.99 25.23
H 11.46 -17.96 26.83
H 12.41 -19.00 25.90
H 10.02 -17.52 24.85
H 10.17 -19.27 25.31
H 12.62 -20.22 23.88
H 11.05 -20.97 23.43
H 12.12 -20.32 22.21
H 9.88 -19.03 21.55
H 8.98 -19.42 23.08
H 9.38 -17.83 22.48
H 14.55 -18.93 22.98
H 14.22 -19.14 24.61
H 15.24 -17.87 24.23
H 11.92 -16.73 21.41
C 20.79 -15.35 29.96
C 20.44 -15.70 31.42
C 20.15 -17.22 31.43
C 20.20 -17.85 32.89
C 21.55 -17.50 33.50
C 21.82 -15.99 33.57
N 21.61 -15.39 32.26
O 22.04 -14.09 32.17
C 21.05 -15.28 34.78
C 23.33 -15.87 33.91
C 19.17 -14.93 31.89
H 19.91 -15.56 29.34
H 21.68 -15.88 29.62
H 20.93 -14.28 29.82
H 19.12 -17.28 31.08
H 20.73 -17.76 30.69
H 20.04 -18.92 32.70
H 19.35 -17.55 33.49
H 22.21 -18.01 32.79
H 21.63 -17.92 34.50
H 21.42 -15.68 35.72
H 21.27 -14.22 34.82
H 19.98 -15.48 34.66
H 23.80 -14.89 33.78
H 23.55 -16.19 34.93
H 23.90 -16.46 33.19
H 18.76 -15.51 32.72
H 18.39 -14.60 31.20
H 19.60 -14.02 32.32
H 22.79 -14.10 31.57
```